# C5H10O2

A single C5H10O2 molecule at a distorted geometry (the ωB97M-V functional and the def2-TZVPD basis, the OMol25 dataset).

The LUMO energy is 0.88 eV. The HOMO-LUMO gap comes out at 9.84 eV. The total energy is -346.8787 Eh. As for the structure (SMILES): CCO[C@@H](C)C=O.

```
17
C5H10O2 (the ωB97M-V functional and the def2-TZVPD basis)
C 2.614 -0.596 -0.294
C 1.239 -0.755 0.333
O 0.288 -0.127 -0.515
C -1.030 -0.109 -0.100
C -1.481 1.365 0.833
C -1.983 -0.236 -1.229
O -3.114 0.203 -1.199
H 2.846 0.463 -0.445
H 3.385 -1.030 0.354
H 2.659 -1.099 -1.265
H 0.976 -1.814 0.462
H 1.210 -0.274 1.321
H -1.335 -0.208 0.936
H -2.423 1.665 0.382
H -1.629 1.316 1.945
H -0.618 1.978 0.629
H -1.603 -0.741 -2.149
```



# C5H10O2

A single C5H10O2 molecule (the ωB97M-V functional and the def2-TZVPD basis, the OMol25 dataset).

The LUMO energy is 1.03 eV. The HOMO-LUMO gap comes out at 10.71 eV. The total energy is -346.9469 Eh. As for the structure (SMILES): C[C@@H](O)[C@H]1CCO1.

```
17
C5H10O2 (the ωB97M-V functional and the def2-TZVPD basis)
C 0.291 -0.185 -2.012
C 0.458 -0.906 -0.682
O 1.762 -1.477 -0.702
C 0.332 0.046 0.507
C -0.733 1.151 0.591
C -1.029 0.543 1.968
O -0.174 -0.580 1.705
H 0.683 -0.815 -2.815
H -0.760 0.034 -2.224
H 0.851 0.757 -2.014
H -0.298 -1.700 -0.579
H 1.909 -1.922 0.143
H 1.345 0.441 0.678
H -0.342 2.171 0.576
H -1.560 1.065 -0.119
H -2.063 0.237 2.161
H -0.671 1.140 2.818
```



# C5H10O2

A single C5H10O2 molecule (the ωB97M-V functional and the def2-TZVPD basis, the OMol25 dataset).

The LUMO energy is 0.84 eV. The HOMO-LUMO gap comes out at 9.41 eV. The total energy is -346.9379 Eh. As for the structure (SMILES): COCC/C=C/O.

```
17
C5H10O2 (the ωB97M-V functional and the def2-TZVPD basis)
C 1.223 -1.072 -1.193
O 1.494 0.157 -0.572
C 1.341 0.133 0.830
C -0.068 -0.198 1.327
C -1.220 0.601 0.771
C -1.475 0.860 -0.510
O -2.646 1.469 -0.870
H 0.154 -1.329 -1.141
H 1.799 -1.897 -0.747
H 1.504 -0.962 -2.244
H 2.039 -0.601 1.270
H 1.640 1.129 1.170
H -0.048 -0.071 2.416
H -0.260 -1.270 1.170
H -1.986 0.919 1.475
H -0.792 0.633 -1.325
H -2.699 1.499 -1.830
```



# C5H10O2

2 unconnected molecules or ions with the total composition C5H10O2 (the ωB97M-V functional and the def2-TZVPD basis, the OMol25 dataset).

The LUMO energy is 0.88 eV. The HOMO-LUMO gap comes out at 9.50 eV. The total energy is -346.9319 Eh. As for the structure (SMILES): C/C=C\O.CC=O.

```
17
C5H10O2 (the ωB97M-V functional and the def2-TZVPD basis)
C -1.317 -1.155 1.315
C -0.385 0.019 1.299
C -0.513 1.118 0.562
O -1.360 1.306 -0.499
H -0.797 -2.112 1.213
H -2.081 -1.111 0.529
H -1.843 -1.148 2.276
H 0.464 -0.023 1.977
H 0.108 1.996 0.712
H -1.706 0.446 -0.777
C 1.735 0.592 -1.034
C 0.757 -0.469 -1.384
O 0.622 -1.504 -0.777
H 2.519 0.158 -1.675
H 2.063 0.586 0.006
H 1.481 1.598 -1.382
H 0.253 -0.296 -2.358
```



# C5H10O2

A molecular structure, C5H10O2 (the ωB97M-V functional and the def2-TZVPD basis, the OMol25 dataset).

The LUMO energy is 0.05 eV. The HOMO-LUMO gap comes out at 9.23 eV. The total energy is -346.7847 Eh.

```
17
C5H10O2 (the ωB97M-V functional and the def2-TZVPD basis)
O -0.316 -2.320 -0.818
C -1.118 -1.477 -1.308
C -1.163 0.214 -0.220
C 0.109 0.458 0.260
C 1.066 1.630 0.144
O 1.680 1.271 1.391
C 0.718 0.229 1.630
H 0.850 -1.441 -0.570
H -2.192 -1.616 -1.143
H -0.854 -0.994 -2.266
H -1.881 -0.163 0.503
H -1.564 0.895 -0.969
H 1.129 -0.666 -0.428
H 0.539 2.593 0.213
H 1.777 1.664 -0.686
H 1.185 -0.744 1.808
H 0.035 0.467 2.457
```



# C5H10O2

A molecular structure, C5H10O2 at a distorted geometry (the ωB97M-V functional and the def2-TZVPD basis, the OMol25 dataset).

The LUMO energy is -0.10 eV. The HOMO-LUMO gap comes out at 9.09 eV. The total energy is -346.8361 Eh.

```
17
C5H10O2 (the ωB97M-V functional and the def2-TZVPD basis)
O 1.828 1.302 0.959
C 2.090 0.326 0.266
O 2.697 0.288 -0.838
C 1.276 -0.933 0.562
C 0.032 -0.772 -0.283
C -0.675 0.620 -0.090
C -2.185 0.565 0.004
H 0.924 -0.199 -1.163
H 1.045 -0.895 1.618
H 1.789 -1.876 0.387
H 0.326 -0.957 -1.427
H -0.744 -1.486 -0.010
H -0.248 1.065 0.788
H -0.377 1.282 -0.891
H -2.607 1.562 -0.027
H -2.521 0.127 0.938
H -2.651 -0.019 -0.794
```



# C5H10O2

3 unconnected molecules or ions with the total composition C5H10O2 (the ωB97M-V functional and the def2-TZVPD basis, the OMol25 dataset).

The LUMO energy is 0.74 eV. The HOMO-LUMO gap comes out at 9.72 eV. The total energy is -346.8414 Eh.

```
17
C5H10O2 (the ωB97M-V functional and the def2-TZVPD basis)
C 1.657 -0.162 -0.331
C 0.706 0.726 0.148
C -0.610 0.945 -0.591
O -0.421 0.892 -1.990
C -1.434 -0.197 0.008
C -0.627 -0.383 1.287
O -0.210 -1.512 1.667
H 1.579 -1.480 0.434
H 2.697 -0.036 -0.040
H 1.494 -0.645 -1.293
H 1.044 1.504 0.828
H -1.022 1.921 -0.290
H -1.292 0.910 -2.407
H -2.503 -0.009 0.164
H -1.314 -1.099 -0.602
H -0.710 0.413 2.042
H 0.965 -1.788 0.966
```



# C5H10O2

A molecular structure, C5H10O2 at a distorted geometry (the ωB97M-V functional and the def2-TZVPD basis, the OMol25 dataset).

The LUMO energy is 0.81 eV. The HOMO-LUMO gap comes out at 10.27 eV. The total energy is -346.8994 Eh.

```
17
C5H10O2 (the ωB97M-V functional and the def2-TZVPD basis)
C 0.372 -0.117 2.162
C 0.920 -0.115 0.702
O 1.316 -1.415 0.358
C -0.074 0.601 -0.179
C -0.155 0.172 -1.644
C -1.649 -0.005 -1.333
O -1.460 0.329 0.048
H 0.997 -0.689 2.854
H 0.248 0.904 2.525
H -0.642 -0.566 2.204
H 1.905 0.466 0.151
H 1.932 -1.101 -0.319
H 0.164 1.662 -0.011
H 0.112 0.937 -2.373
H 0.373 -0.759 -1.867
H -2.050 -1.017 -1.447
H -2.309 0.714 -1.832
```



# C5H10O2

A molecular structure, C5H10O2 (the ωB97M-V functional and the def2-TZVPD basis, the OMol25 dataset).

The LUMO energy is 0.32 eV. The HOMO-LUMO gap comes out at 8.66 eV. The total energy is -346.8311 Eh.

```
17
C5H10O2 (the ωB97M-V functional and the def2-TZVPD basis)
C 0.037 2.224 0.412
C 0.427 0.856 -0.102
O 1.512 0.427 0.640
C -0.786 -0.104 -0.024
C -0.676 -1.520 -0.520
C 0.518 -2.254 -0.670
O 1.689 -1.945 -0.385
H -0.802 2.643 -0.150
H -0.234 2.145 1.470
H 0.895 2.893 0.337
H 0.657 0.926 -1.185
H 1.782 -0.463 0.290
H -1.081 -0.011 1.299
H -1.726 0.335 -0.366
H -1.594 -1.970 -0.882
H -0.974 -0.929 0.953
H 0.356 -3.254 -1.117
```



# C5H10O2

A single C5H10O2 molecule (the ωB97M-V functional and the def2-TZVPD basis, the OMol25 dataset).

The LUMO energy is 1.01 eV. The HOMO-LUMO gap comes out at 10.61 eV. The total energy is -346.9641 Eh. As for the structure (SMILES): CCO[C@@H](C)C=O.

```
17
C5H10O2 (the ωB97M-V functional and the def2-TZVPD basis)
C 1.926 -1.019 -0.385
C 1.329 -0.393 0.869
O 0.416 0.659 0.602
C -0.881 0.245 0.239
C -1.802 1.450 0.387
C -0.947 -0.218 -1.210
O -1.686 -1.085 -1.608
H 2.706 -1.735 -0.108
H 1.179 -1.563 -0.972
H 2.372 -0.247 -1.020
H 0.842 -1.169 1.482
H 2.125 0.058 1.470
H -1.228 -0.581 0.878
H -2.827 1.179 0.117
H -1.778 1.805 1.420
H -1.466 2.264 -0.264
H -0.279 0.350 -1.896
```



# C5H10O2

2 unconnected molecules or ions with the total composition C5H10O2 (the ωB97M-V functional and the def2-TZVPD basis, the OMol25 dataset).

The LUMO energy is 1.01 eV. The HOMO-LUMO gap comes out at 9.84 eV. The total energy is -346.8634 Eh. As for the structure (SMILES): CO[C@H]1C/C1=C/O.[H][H].

```
17
C5H10O2 (the ωB97M-V functional and the def2-TZVPD basis)
C -1.007 2.095 1.249
O -0.862 1.141 0.224
C 0.280 0.352 0.348
C 0.334 -0.775 1.383
C 0.125 -1.043 -0.044
C -0.341 -1.807 -1.014
O -0.629 -1.355 -2.264
H -0.174 2.814 1.262
H -1.072 1.613 2.235
H -1.938 2.630 1.049
H 1.219 0.881 0.153
H 1.303 -0.986 1.837
H -0.516 -0.889 2.054
H -0.517 -2.875 -0.923
H -0.568 -0.387 -2.243
H 2.674 -0.852 -2.016
H 2.019 -1.178 -2.149
```



# C5H10O2

2 unconnected molecules or ions with the total composition C5H10O2 (the ωB97M-V functional and the def2-TZVPD basis, the OMol25 dataset).

The LUMO energy is 0.53 eV. The HOMO-LUMO gap comes out at 10.08 eV. The total energy is -346.9650 Eh. As for the structure (SMILES): C=CCC.O=CO.

```
17
C5H10O2 (the ωB97M-V functional and the def2-TZVPD basis)
C -1.946 0.794 -1.725
C -1.068 0.758 -0.735
C 0.194 1.554 -0.704
C 0.086 2.765 0.231
H -2.870 0.229 -1.675
H -1.776 1.385 -2.620
H -1.285 0.157 0.143
H 1.030 0.935 -0.365
H 0.450 1.906 -1.709
H -0.158 2.473 1.249
H 1.025 3.322 0.226
H -0.696 3.437 -0.128
O 0.033 -1.468 1.543
C 0.571 -2.136 0.722
O 1.903 -2.346 0.726
H 0.062 -2.642 -0.110
H 2.137 -2.910 -0.022
```



# C5H10O2

2 unconnected molecules or ions with the total composition C5H10O2 (the ωB97M-V functional and the def2-TZVPD basis, the OMol25 dataset).

The LUMO energy is 0.69 eV. The HOMO-LUMO gap comes out at 10.55 eV. The total energy is -346.9386 Eh. As for the structure (SMILES): C=CCC=O.CO.

```
17
C5H10O2 (the ωB97M-V functional and the def2-TZVPD basis)
C 1.662 -0.782 0.079
C 1.344 -0.203 1.234
C 0.625 1.128 1.306
C -0.852 0.896 1.515
O -1.691 1.002 0.647
H 2.175 -1.741 0.053
H 1.400 -0.314 -0.871
H 1.584 -0.689 2.181
H 1.012 1.724 2.143
H 0.762 1.687 0.375
H -1.160 0.579 2.532
C -1.186 -0.872 -1.999
O -0.643 0.428 -1.929
H -0.681 -1.396 -2.816
H -2.265 -0.862 -2.212
H -1.022 -1.442 -1.072
H -1.063 0.857 -1.164
```



# C5H10O2

A single C5H10O2 molecule (the ωB97M-V functional and the def2-TZVPD basis, the OMol25 dataset).

The LUMO energy is 0.86 eV. The HOMO-LUMO gap comes out at 10.74 eV. The total energy is -346.9805 Eh. As for the structure (SMILES): CCC(=O)CCO.

```
17
C5H10O2 (the ωB97M-V functional and the def2-TZVPD basis)
C 0.261 2.322 0.051
C 0.179 1.126 -0.891
C -0.631 -0.009 -0.312
O -1.507 0.203 0.512
C -0.230 -1.428 -0.624
C 0.436 -1.789 0.720
O -0.538 -2.018 1.697
H 0.681 3.192 -0.461
H -0.732 2.572 0.431
H 0.895 2.094 0.915
H -0.336 1.393 -1.824
H 1.173 0.767 -1.184
H 0.458 -1.513 -1.472
H -1.107 -2.061 -0.792
H 1.071 -0.921 0.983
H 1.099 -2.654 0.654
H -1.172 -1.277 1.599
```



# C5H10O2

2 unconnected molecules or ions with the total composition C5H10O2 at a distorted geometry (the ωB97M-V functional and the def2-TZVPD basis, the OMol25 dataset).

The LUMO energy is 0.50 eV. The HOMO-LUMO gap comes out at 8.98 eV. The total energy is -346.8691 Eh.

```
17
C5H10O2 (the ωB97M-V functional and the def2-TZVPD basis)
C 2.082 -0.397 -0.144
C -0.176 1.166 -0.865
C -1.293 0.298 1.157
C 0.975 -1.140 0.409
C -0.798 -0.043 -0.238
O 2.725 0.571 0.174
O -1.364 -0.750 -1.221
H 2.478 -0.803 -1.117
H 0.449 0.984 -1.745
H 0.298 1.704 -0.189
H -0.888 1.786 -1.397
H -1.929 -0.440 1.448
H -1.860 1.242 1.031
H -0.545 0.399 1.980
H 0.846 -2.005 -0.075
H 0.893 -1.141 1.526
H -1.893 -1.431 -0.734
```



# C5H10O2

A single C5H10O2 molecule (the ωB97M-V functional and the def2-TZVPD basis, the OMol25 dataset).

The LUMO energy is 0.98 eV. The HOMO-LUMO gap comes out at 10.66 eV. The total energy is -346.9493 Eh. As for the structure (SMILES): C[C@@H](O)[C@H]1CCO1.

```
17
C5H10O2 (the ωB97M-V functional and the def2-TZVPD basis)
C 0.185 -2.131 -0.082
C 0.672 -0.788 -0.620
O 0.015 -0.454 -1.831
C 0.515 0.291 0.455
C 0.198 1.730 0.013
C -1.063 1.557 0.869
O -0.754 0.182 1.135
H 0.347 -2.920 -0.821
H 0.698 -2.402 0.848
H -0.884 -2.065 0.147
H 1.733 -0.850 -0.890
H -0.922 -0.360 -1.628
H 1.345 0.212 1.173
H 0.898 2.505 0.330
H 0.013 1.807 -1.060
H -2.029 1.655 0.358
H -1.085 2.152 1.791
```



# C5H10O2

A single C5H10O2 molecule (the ωB97M-V functional and the def2-TZVPD basis, the OMol25 dataset).

The LUMO energy is 1.09 eV. The HOMO-LUMO gap comes out at 11.26 eV. The total energy is -346.9570 Eh. As for the structure (SMILES): CC[C@@H]1C[C@@H](O)O1.

```
17
C5H10O2 (the ωB97M-V functional and the def2-TZVPD basis)
C 2.189 0.754 0.540
C 1.293 -0.425 0.177
C -0.165 -0.104 0.379
C -1.208 -1.123 -0.096
C -1.726 0.029 -0.965
O -2.823 0.718 -0.454
O -0.590 0.845 -0.634
H 3.236 0.537 0.309
H 1.892 1.646 -0.022
H 2.119 0.989 1.609
H 1.411 -0.676 -0.885
H 1.556 -1.317 0.757
H -0.357 0.291 1.389
H -1.920 -1.503 0.638
H -0.764 -1.944 -0.668
H -1.837 -0.147 -2.043
H -2.305 1.430 -0.033
```



# C5H10O2

2 unconnected molecules or ions with the total composition C5H10O2 at a distorted geometry (the ωB97M-V functional and the def2-TZVPD basis, the OMol25 dataset).

The LUMO energy is 0.96 eV. The HOMO-LUMO gap comes out at 9.51 eV. The total energy is -346.8431 Eh. As for the structure (SMILES): CO[C@H]1C/C1=C/O.[H][H].

```
17
C5H10O2 (the ωB97M-V functional and the def2-TZVPD basis)
C 2.477 0.401 -0.078
O 1.185 0.373 -0.623
C 0.316 -0.506 0.013
C -0.299 -0.200 1.385
C -1.021 0.043 0.136
C -1.818 0.843 -0.546
O -1.690 1.046 -1.885
H 2.981 -0.569 -0.193
H 2.446 0.666 0.987
H 3.023 1.168 -0.630
H 0.508 -1.569 -0.185
H -0.516 -1.068 2.012
H -0.004 0.698 1.916
H -2.675 1.343 -0.109
H -0.763 0.865 -2.106
H -1.965 -2.112 0.063
H -2.185 -1.421 -0.158
```



# C5H10O2

A molecular structure, C5H10O2 at a distorted geometry (the ωB97M-V functional and the def2-TZVPD basis, the OMol25 dataset).

The LUMO energy is 0.81 eV. The HOMO-LUMO gap comes out at 10.18 eV. The total energy is -346.8839 Eh.

```
17
C5H10O2 (the ωB97M-V functional and the def2-TZVPD basis)
O 0.129 -0.805 2.365
C -0.688 -0.973 1.228
C -0.345 0.184 0.313
C 1.327 0.128 -0.313
C 1.162 0.974 -1.517
O -0.674 1.208 -1.756
C -1.249 0.344 -0.859
H 0.195 -1.648 2.820
H -0.441 -1.884 0.664
H -1.757 -1.065 1.519
H -0.298 1.148 0.840
H 1.855 0.564 0.541
H 1.679 -0.900 -0.507
H 1.398 0.545 -2.489
H 1.398 2.028 -1.416
H -1.662 -0.602 -1.277
H -2.028 0.754 -0.156
```



# C5H10O2

A single C5H10O2 molecule at a distorted geometry (the ωB97M-V functional and the def2-TZVPD basis, the OMol25 dataset).

The LUMO energy is 0.89 eV. The HOMO-LUMO gap comes out at 10.57 eV. The total energy is -346.9584 Eh. As for the structure (SMILES): CC1(C)O[C@@]1(C)O.

```
17
C5H10O2 (the ωB97M-V functional and the def2-TZVPD basis)
C -0.814 1.417 0.360
C -0.580 -0.047 0.119
C -1.632 -0.741 -0.695
O -0.059 -0.663 1.321
C 0.791 -0.560 0.192
C 2.031 0.365 0.065
O 1.078 -1.852 -0.233
H -0.090 1.822 1.075
H -1.814 1.553 0.781
H -0.742 1.961 -0.584
H -2.592 -0.697 -0.177
H -1.373 -1.780 -0.911
H -1.714 -0.201 -1.647
H 1.757 1.376 -0.291
H 2.749 -0.059 -0.670
H 2.535 0.425 1.034
H 0.422 -2.331 0.286
```